(1)
DFT (wB97M-V/def2-TZVPD) results for C18H70N2O19Pd as an isolated structure.

Cartesian coordinates (Å):
Pd -12.902 1.629 14.763
C -16.723 -3.347 18.123
C -17.020 -3.996 16.701
C -18.049 -5.142 16.751
C -19.577 -4.750 16.688
C -19.771 -3.734 15.588
C -18.893 -2.454 15.609
N -17.486 -3.021 15.602
O -16.494 -2.038 15.311
C -19.352 -1.707 16.882
C -19.334 -1.537 14.347
C -15.703 -4.728 16.231
H -17.637 -3.043 18.633
H -16.059 -2.487 18.042
H -16.205 -4.129 18.679
H -17.809 -5.705 17.654
H -17.946 -5.950 16.026
H -19.828 -4.334 17.663
H -20.267 -5.584 16.560
H -20.824 -3.454 15.542
H -19.739 -4.351 14.691
H -20.346 -1.295 16.709
H -18.703 -0.848 17.050
H -19.279 -2.304 17.791
H -18.716 -0.641 14.390
H -20.379 -1.230 14.389
H -19.231 -2.033 13.382
H -14.815 -4.112 16.376
H -15.751 -5.063 15.195
H -15.392 -5.590 16.821
C -8.250 0.291 20.610
C -9.338 1.023 21.439
C -8.626 1.602 22.755
C -7.772 2.827 22.444
C -8.527 3.926 21.694
C -9.208 3.394 20.405
N -10.024 2.133 20.723
O -10.748 1.654 19.577
C -8.195 3.231 19.227
C -10.149 4.598 20.076
C -10.296 -0.074 21.963
H -7.496 0.941 20.167
H -8.693 -0.394 19.886
H -7.698 -0.291 21.348
H -8.128 0.884 23.406
H -9.412 1.988 23.404
H -6.909 2.621 21.810
H -7.272 3.214 23.332
H -7.810 4.699 21.421
H -9.200 4.465 22.360
H -8.132 4.030 18.489
H -8.351 2.367 18.581
H -7.142 3.079 19.462
H -9.604 5.460 19.690
H -10.745 4.940 20.922
H -10.930 4.418 19.337
H -10.598 -0.806 21.214
H -11.156 0.360 22.473
H -9.811 -0.738 22.678
O -9.812 -0.459 13.416
H -8.924 -0.245 13.131
H -10.004 -1.297 12.995
O -13.228 -6.185 23.703
H -12.863 -5.637 24.398
H -12.504 -6.311 23.090
O -2.023 0.405 23.458
H -2.517 -0.129 24.079
H -2.623 0.538 22.724
O -4.816 8.546 17.920
H -4.104 7.968 18.193
H -5.555 8.296 18.475
O -7.505 8.716 27.408
H -7.542 9.629 27.693
H -8.345 8.565 26.975
O -7.989 8.065 13.941
H -7.105 8.276 14.244
H -7.859 7.673 13.077
O -15.596 4.229 15.953
H -15.655 4.993 16.528
H -16.505 3.995 15.770
O -4.148 -2.190 26.309
H -4.786 -2.047 27.009
H -4.533 -2.880 25.770
O -12.452 7.453 26.862
H -12.814 6.771 27.429
H -12.943 8.242 27.093
O -2.436 7.938 22.986
H -2.242 7.251 23.623
H -2.369 7.503 22.136
O -13.309 4.293 24.009
H -12.808 4.974 24.459
H -12.710 3.958 23.341
O -9.590 13.265 19.266
H -9.565 12.485 19.820
H -9.051 13.039 18.509
O -10.807 4.396 13.529
H -10.270 5.073 13.941
H -10.704 4.546 12.590
O -3.657 5.979 27.070
H -4.337 6.637 27.218
H -4.020 5.172 27.436
O -2.874 -0.710 18.735
H -3.678 -0.528 18.249
H -2.671 -1.623 18.532
O -16.367 1.457 21.557
H -15.759 1.025 20.958
H -15.824 1.727 22.298
O -7.128 -2.146 29.550
H -8.033 -2.364 29.325
H -6.857 -2.840 30.152

Values from the calculation:
Total charge: 0
ΔE to the lowest compared entry with this formula, charge and spin in kJ/mol: 272.8
Calculated total energy in eV: -65154.808
2S+1: 3
Gap between HOMO and LUMO (alpha / beta) in eV: 6.4 / 6.0

Löwdin atomic charge list, values in e, 2 entries: 0.03 -0.01



(2)
DFT (wB97M-V/def2-TZVPD) results for a 21-piece molecular cluster, C18H78O30 overall.

Cartesian coordinates (Å):
O -8.474 -3.126 17.331
H -8.003 -3.904 17.005
H -8.981 -2.875 16.604
O -10.744 -3.773 21.392
H -10.422 -4.666 21.051
H -11.176 -3.969 22.188
O -7.882 -7.847 15.416
H -7.660 -8.763 15.221
H -7.269 -7.365 14.860
O -10.105 -5.542 16.129
H -9.241 -5.290 15.777
H -10.131 -6.477 16.279
O -5.697 -6.472 14.703
H -5.009 -6.506 15.379
H -5.255 -6.759 13.883
O -10.488 -8.363 16.045
H -10.921 -8.750 15.269
H -9.578 -8.228 15.860
O -11.607 -4.251 18.010
H -10.831 -4.516 17.522
H -11.279 -3.800 18.788
O -10.078 -1.610 19.995
H -9.095 -1.521 19.973
H -10.241 -2.483 20.453
O -3.205 -8.088 17.753
H -3.293 -8.599 18.545
H -4.078 -7.748 17.532
O -5.732 -7.869 17.340
H -5.839 -8.644 17.908
H -6.133 -8.139 16.515
O -6.040 -2.989 19.275
H -6.028 -2.124 19.685
H -6.605 -3.009 18.553
O -12.012 -6.794 19.118
H -11.848 -6.010 18.559
H -11.163 -7.219 19.068
C -6.690 -1.684 22.373
C -5.873 -3.001 22.383
O -5.873 -3.403 23.773
O -6.810 -1.064 21.112
H -6.239 -0.950 23.017
H -7.633 -1.933 22.781
H -4.780 -2.713 22.115
H -6.275 -3.796 21.764
H -6.627 -3.063 24.215
H -7.288 -0.203 21.281
C -9.653 -11.423 18.725
C -9.356 -9.958 18.739
O -10.476 -9.168 19.120
O -8.530 -12.020 18.377
H -10.266 -11.617 17.861
H -10.070 -11.777 19.676
H -8.939 -9.641 17.800
H -8.536 -9.712 19.384
H -11.223 -9.514 18.610
H -8.513 -12.783 18.997
C -7.594 -7.298 24.306
C -8.707 -7.630 23.317
O -8.202 -7.617 22.094
O -8.271 -6.930 25.483
H -7.025 -6.466 23.889
H -6.764 -7.979 24.472
H -9.425 -6.774 23.334
H -9.046 -8.638 23.521
H -7.697 -8.448 21.918
H -8.971 -6.297 25.226
C -12.735 -6.493 22.702
C -13.989 -6.630 21.798
O -13.801 -5.784 20.714
O -12.638 -5.084 22.934
H -11.906 -6.918 22.113
H -12.871 -7.061 23.599
H -14.961 -6.447 22.292
H -14.055 -7.692 21.407
H -13.110 -6.306 20.260
H -13.165 -4.646 22.247
C -3.956 -5.859 20.534
C -5.173 -6.652 21.060
O -4.696 -7.209 22.275
O -4.292 -5.196 19.370
H -3.100 -6.556 20.411
H -3.700 -5.133 21.318
H -5.431 -7.451 20.378
H -6.050 -6.034 21.315
H -4.501 -6.501 22.804
H -5.271 -4.933 19.347
C -11.744 -10.855 21.828
C -10.452 -11.479 22.380
O -10.582 -12.914 22.531
O -11.523 -9.495 21.988
H -12.601 -11.261 22.260
H -11.828 -11.115 20.782
H -10.085 -11.143 23.324
H -9.618 -11.227 21.773
H -9.842 -13.304 22.175
H -10.940 -9.136 21.314
C -8.575 -5.290 19.786
C -8.029 -6.236 18.659
O -7.004 -5.573 17.994
O -9.532 -6.049 20.494
H -9.055 -4.471 19.338
H -7.810 -4.850 20.418
H -8.775 -6.710 17.960
H -7.546 -7.131 19.130
H -6.394 -6.191 17.576
H -9.155 -6.785 21.084
C -6.689 -10.897 21.696
C -6.410 -10.637 23.195
O -5.300 -9.801 23.170
O -6.949 -9.679 20.990
H -7.524 -11.523 21.541
H -5.843 -11.426 21.212
H -6.282 -11.549 23.687
H -7.232 -10.077 23.618
H -5.494 -9.017 22.673
H -6.729 -9.762 20.057
C -4.016 -3.977 16.117
C -5.182 -3.076 15.749
O -4.566 -2.023 15.016
O -4.217 -5.263 16.654
H -3.308 -3.582 16.899
H -3.358 -4.229 15.296
H -5.627 -2.779 16.642
H -5.838 -3.644 15.125
H -4.031 -1.436 15.544
H -4.160 -5.233 17.599

Values from the calculation:
Total charge: 0
ΔE to the lowest compared entry with this formula, charge and spin in kJ/mol: 101.4
Calculated total energy in eV: -81350.034
Gap between HOMO and LUMO in eV: 8.4

Löwdin atomic charge list, values in e, 2 entries: 0.00 0.02



(3)
DFT (wB97M-V/def2-TZVPD) results for C18H8AuF7NS as an isolated structure.

Cartesian coordinates (Å):
Au -2.521 -0.001 -0.164
F 7.451 -5.324 -0.086
C 6.151 -4.888 -0.043
C 5.839 -3.514 -0.031
F 6.907 -2.612 -0.155
C 4.484 -3.161 0.023
F 4.171 -1.829 -0.245
C 3.486 -4.092 0.026
S 1.708 -3.663 -0.030
C 3.843 -5.427 0.032
F 2.910 -6.380 -0.223
C 5.152 -5.871 -0.043
F 5.403 -7.147 -0.225
F 1.919 3.351 0.251
C 0.525 3.229 0.012
C -0.026 1.951 -0.057
C -1.378 1.813 0.027
C -2.308 2.891 0.116
C -1.645 4.147 0.026
F -2.236 5.332 -0.014
C -0.262 4.363 -0.026
C -3.715 2.699 0.100
C -4.654 3.708 0.123
C -6.041 3.499 0.092
C -6.385 2.096 0.052
C -5.429 1.114 -0.029
N -4.078 1.384 0.124
H 0.570 1.088 -0.104
H 0.191 5.337 0.026
H -4.359 4.696 0.289
H -6.783 4.317 0.069
H -7.496 1.860 0.134
H -5.719 0.056 0.002
C 1.480 -2.007 0.115
H 0.561 -1.707 -0.265
H 2.284 -1.307 0.104

Values from the calculation:
Total charge: -1
ΔE to the lowest compared entry with this formula, charge and spin in kJ/mol: 260.6
Calculated total energy in eV: -53829.880
2S+1: 3
Gap between HOMO and LUMO (alpha / beta) in eV: 2.8 / 4.7

Löwdin atomic charge list, values in e, 2 entries: 0.55 0.08



(4)
DFT (wB97M-V/def2-TZVPD) results for C18H9BF9N2OsS as an isolated structure.

Cartesian coordinates (Å):
Os 0.344 -0.501 -0.251
F 4.440 0.254 4.886
C 3.368 0.321 4.125
C 3.284 -0.472 2.985
F 4.265 -1.291 2.656
C 2.149 -0.371 2.217
F 2.054 -1.144 1.084
C 1.094 0.472 2.518
S -0.342 0.554 1.494
C 1.205 1.256 3.660
F 0.224 2.084 3.991
C 2.332 1.183 4.463
F 2.428 1.931 5.545
C -2.178 3.952 -2.446
C -3.201 3.015 -2.331
C -2.916 1.713 -1.970
C -1.590 1.361 -1.720
C -0.561 2.289 -1.824
C -0.864 3.590 -2.195
N -1.281 0.020 -1.335
N -2.116 -0.861 -1.644
C -1.793 -2.105 -1.110
C -2.549 -3.225 -1.407
C -2.174 -4.430 -0.827
C -1.074 -4.510 0.028
C -0.322 -3.385 0.324
C -0.674 -2.162 -0.252
H -2.412 4.969 -2.731
H -4.225 3.304 -2.519
H -3.701 0.978 -1.869
H 0.468 2.011 -1.656
H -0.068 4.314 -2.294
H -3.395 -3.153 -2.077
H -2.744 -5.323 -1.044
H -0.807 -5.463 0.464
H 0.529 -3.457 0.990
F 3.727 -0.297 -1.349
B 2.721 0.538 -1.602
F 2.144 1.083 -0.411
F 1.429 -0.442 -1.960
F 2.781 1.402 -2.607

Values from the calculation:
Total charge: +1
ΔE to the lowest compared entry with this formula, charge and spin in kJ/mol: 0.0
Calculated total energy in eV: -60225.264
Gap between HOMO and LUMO in eV: 6.1

Löwdin atomic charge list, values in e, 2 entries: 1.36 0.18



(5)
DFT (wB97M-V/def2-TZVPD) results for C18H9F3N3O2S as an isolated structure.

Cartesian coordinates (Å):
C 2.521 1.363 2.813
C 3.494 0.518 3.565
N 4.402 0.063 4.174
C 1.105 1.382 3.316
C 0.396 2.557 3.313
C -0.645 2.692 4.243
C -0.912 1.700 5.198
C -0.378 0.430 4.962
C 0.620 0.275 4.003
C 3.344 2.638 2.766
N 4.175 3.461 2.961
H 0.602 3.339 2.589
H -1.277 3.593 4.277
H -1.462 1.930 6.132
H -0.697 -0.394 5.596
H 1.081 -0.688 3.836
F 3.478 -0.939 -1.055
C 2.608 0.105 -0.982
F 3.222 1.213 -1.443
F 1.611 -0.157 -1.807
S 2.686 0.501 1.346
N -0.254 -0.651 -0.429
C -0.354 -1.972 -0.031
O 0.442 -2.925 -0.199
C -1.692 -2.048 0.627
C -2.071 -0.740 0.917
C -3.217 -0.457 1.640
C -4.066 -1.565 1.934
C -3.663 -2.880 1.618
C -2.489 -3.122 0.896
C -0.931 0.154 0.475
O -0.786 1.320 0.847
H -3.442 0.583 1.951
H -5.020 -1.333 2.431
H -4.261 -3.701 1.992
H -2.160 -4.120 0.630

Values from the calculation:
Total charge: -1
ΔE to the lowest compared entry with this formula, charge and spin in kJ/mol: 565.3
Calculated total energy in eV: -46360.915
Gap between HOMO and LUMO in eV: 4.9

Löwdin atomic charge list, values in e, 2 entries: -0.75 -0.29



(6)
DFT (wB97M-V/def2-TZVPD) results for C19H10Cl5CrN3O3 as an isolated structure.

Cartesian coordinates (Å):
Cr -0.259 -0.420 0.321
O -1.758 4.831 -0.494
C -0.448 4.826 -0.206
C 0.202 6.057 -0.176
C 1.558 6.121 0.064
C 2.304 4.966 0.315
C 1.665 3.752 0.344
C 0.289 3.660 0.077
C -0.330 2.354 0.055
O 0.239 1.349 0.685
N -1.444 2.128 -0.611
N -1.705 0.803 -0.511
C -2.741 0.265 -1.026
C -2.954 -1.113 -0.589
C -3.952 -1.939 -1.055
C -4.085 -3.201 -0.489
C -3.241 -3.570 0.541
C -2.243 -2.694 0.936
N -2.083 -1.498 0.370
H -2.075 3.922 -0.632
H -0.382 6.948 -0.361
H 2.051 7.084 0.051
H 3.368 5.028 0.491
H 2.217 2.847 0.560
H -3.442 0.829 -1.631
H -4.602 -1.600 -1.850
H -4.841 -3.885 -0.851
H -3.328 -4.531 1.026
H -1.544 -2.963 1.713
Cl 5.624 -4.630 0.253
C 4.064 -3.926 0.246
C 3.928 -2.539 0.247
Cl 5.288 -1.501 0.238
C 2.653 -2.009 0.257
Cl 2.311 -0.316 0.281
C 1.505 -2.783 0.242
O 0.313 -2.187 0.241
C 1.649 -4.164 0.235
Cl 0.228 -5.132 0.205
C 2.921 -4.733 0.242
Cl 3.081 -6.436 0.245

Values from the calculation:
Total charge: +1
ΔE to the lowest compared entry with this formula, charge and spin in kJ/mol: 57.6
Calculated total energy in eV: -121506.268
2S+1: 4
Gap between HOMO and LUMO (alpha / beta) in eV: 6.5 / 6.4

Löwdin atomic charge list, values in e, 2 entries: 1.05 0.09



(7)
DFT (wB97M-V/def2-TZVPD) results for C19H11AsBr2MoN2O6S6 as an isolated structure.

Cartesian coordinates (Å):
Mo 0.254 -0.546 -0.470
O -2.743 1.955 2.095
As -2.173 1.386 0.501
O -3.386 0.488 -0.084
O -0.775 0.529 0.932
C -1.711 3.144 -0.206
C -2.217 4.294 0.384
C -1.826 5.536 -0.097
C -0.946 5.645 -1.166
C -0.431 4.503 -1.759
C -0.820 3.269 -1.265
S -0.029 1.813 -1.854
O 0.519 2.031 -3.152
O 0.977 1.479 -0.802
O -1.022 0.710 -1.769
H -3.442 1.353 2.373
H -2.902 4.201 1.215
H -2.210 6.431 0.375
H -0.653 6.619 -1.533
H 0.264 4.537 -2.587
Br 4.850 -1.233 4.330
C 3.577 -1.079 2.955
C 3.792 -0.196 1.898
C 2.851 -0.134 0.904
N 1.720 -0.869 0.900
C 1.508 -1.697 1.950
C 2.426 -1.830 2.986
C 0.220 -2.359 1.891
C -0.261 -3.229 2.865
C -1.547 -3.703 2.754
Br -2.227 -4.901 4.033
C -2.351 -3.259 1.710
C -1.797 -2.417 0.777
N -0.513 -2.012 0.812
H 4.679 0.418 1.859
H 2.983 0.537 0.067
H 2.226 -2.501 3.808
H 0.360 -3.504 3.704
H -3.385 -3.558 1.629
H -2.410 -2.019 -0.020
S 1.655 -3.885 -7.029
C 1.364 -3.180 -5.594
S -0.126 -3.396 -4.702
C 0.304 -2.402 -3.341
C 1.526 -1.796 -3.390
S 2.068 -0.833 -2.098
S 2.493 -2.104 -4.804
S -0.710 -2.232 -1.983

Values from the calculation:
Total charge: 0
ΔE to the lowest compared entry with this formula, charge and spin in kJ/mol: 0.0
Calculated total energy in eV: -302939.263
Gap between HOMO and LUMO (alpha / beta) in eV: 5.2 / 5.6

Löwdin atomic charge list, values in e, 2 entries: 1.22 -0.25



(8)
DFT (wB97M-V/def2-TZVPD) results for C19H11AuCl4I2N2O3 as an isolated structure.

Cartesian coordinates (Å):
Au -0.293 1.279 -1.861
I -3.821 5.971 3.268
C -2.656 4.988 1.846
C -1.846 5.713 0.984
C -1.089 5.039 0.047
I 0.104 6.150 -1.249
C -1.091 3.630 -0.091
O -0.337 3.122 -1.024
C -1.906 2.919 0.826
C -2.022 1.419 0.821
N -0.741 0.758 1.051
C -0.809 -0.672 1.128
C 0.454 -1.347 0.659
C 1.062 -2.370 1.263
C 2.140 -3.108 0.550
C 2.506 -2.981 -1.672
C 1.730 -2.078 -2.461
N 1.001 -0.852 -0.576
C -2.675 3.610 1.760
H -1.807 6.792 1.035
H -2.404 1.066 -0.146
H -2.765 1.134 1.579
H -0.224 1.183 1.809
H -1.605 -1.004 0.450
H -1.064 -1.079 2.118
H 0.716 -2.727 2.225
H 2.741 -3.739 1.198
H 3.317 -3.499 -2.172
H 2.058 -1.706 -3.429
H -3.295 3.039 2.440
Cl 2.278 -5.537 -0.805
C 1.652 -3.890 -0.726
C 0.171 -3.814 -1.002
Cl -0.797 -5.097 -0.417
C -0.362 -2.720 -1.553
Cl -2.014 -2.536 -1.884
C 0.509 -1.467 -1.905
O -0.064 -0.606 -2.718
C 2.432 -0.778 -0.448
O 3.071 0.219 -0.521
C 3.014 -2.182 -0.333
Cl 4.728 -2.237 -0.061

Values from the calculation:
Total charge: 0
ΔE to the lowest compared entry with this formula, charge and spin in kJ/mol: 4.5
Calculated total energy in eV: -98981.791
Gap between HOMO and LUMO (alpha / beta) in eV: 3.2 / 3.2

Löwdin atomic charge list, values in e, 2 entries: 0.89 0.83